(1)
ORCA calculation (the ωB97M-V functional and the def2-TZVPD basis) on a cluster of 4 separate species, C39H62O12 in total.

SMILES: CC(C)CC1=CC(=O)c2ccc(Cc3ccccc3)c(O)c2C1=O.COCCOCCOC.COCCOCCOC.COCCOCCOC
Spin multiplicity: 1

Geometry as XYZ:
```
113
Properties=species:S:1:pos:R:3:forces:R:3:mulliken_charge:R:1
O 0.266 -3.023 -3.295 0.1382 -0.0659 -0.1565 -0.372
O 8.026 -4.245 -1.911 0.2077 0.0450 0.0183 -0.222
O 1.616 8.305 2.886 0.0740 -0.2188 -0.0432 -0.251
O 8.176 -6.239 0.759 -0.1097 -0.1969 -0.1000 -0.232
O -5.678 2.278 -1.070 -0.7439 0.7703 1.1459 -0.589
O -3.114 3.690 4.270 -0.1476 -0.6345 -0.1790 -0.607
O -0.779 6.752 1.678 0.1124 0.0936 0.1404 -0.450
O -2.917 3.022 -0.615 -0.0577 -0.3781 0.4286 -0.576
O 9.611 -6.909 -1.889 -0.1206 0.1455 0.1166 -0.476
O 0.649 -3.865 -6.253 -0.0934 -0.1815 0.1313 -0.240
O -1.066 7.439 4.674 -0.1344 0.2105 -0.1496 -0.307
O 3.195 -3.502 -4.137 -0.0281 0.2364 0.0333 -0.294
C -1.380 6.223 4.004 0.4744 0.2060 0.2000 -0.567
C -9.346 -1.512 0.949 -0.0321 2.0401 -0.1463 -0.471
C 8.276 -6.618 -2.295 0.1787 -0.0378 -0.2309 -0.508
C -8.386 2.262 0.133 0.3994 -1.6203 1.0301 -0.985
C 9.485 -6.754 0.563 -0.2097 0.4507 -0.0282 -0.595
C 7.426 -7.022 1.666 0.0749 0.1893 -0.1505 -0.787
C -0.501 8.148 1.731 0.0355 -0.1413 -0.2548 -0.424
C -0.222 -2.886 -5.702 0.5188 -0.0022 -0.1333 -0.622
C 8.332 -2.957 -2.402 -0.1053 -0.1970 0.1091 -0.821
C 4.393 -2.801 -3.874 -0.1666 -0.1373 -0.1105 -0.736
C -10.154 1.180 1.701 0.0001 -2.4182 0.2005 -0.308
C 3.013 8.149 2.764 -0.2419 0.0717 0.0784 -0.779
C -8.676 -0.368 0.322 -1.7922 0.3014 1.8406 -0.357
C -1.047 0.998 0.628 -0.2946 -0.1609 -0.0814 -1.249
C -2.097 1.874 1.371 0.0292 0.1017 0.1581 0.525
C -3.272 2.951 3.329 -0.1622 -0.6808 -1.2272 -0.089
C 1.071 -4.197 -3.220 -0.0320 0.1436 0.2885 -0.497
C -3.180 2.570 0.470 -0.4759 -0.2961 1.2954 0.006
C -7.098 2.492 1.009 1.3992 0.4605 0.0259 0.854
C 0.981 8.468 1.625 -0.1202 0.1650 0.4962 -0.569
C -0.938 -0.497 1.142 -0.2687 -0.9232 -0.7076 0.987
C 2.536 -3.902 -2.944 0.0169 -0.1772 -0.4620 -0.550
C 0.410 -2.242 -4.479 -0.2856 0.0062 0.0966 -0.438
C 10.078 -6.221 -0.731 0.1051 -0.2989 -0.0141 -0.334
C -4.608 2.630 1.119 -0.2287 -0.1146 0.6417 0.497
C -10.413 -1.311 1.917 0.7849 1.0705 -0.5705 -0.387
C -0.432 5.999 2.839 -0.2957 -0.0861 -0.0867 -0.210
C -5.805 2.464 0.305 0.1853 0.5606 2.9246 -0.139
C -2.236 -1.051 1.853 0.7036 0.3049 0.9569 -1.406
C -2.131 2.073 2.717 -0.7184 0.1279 -0.5632 -0.231
C -2.148 7.915 5.446 0.2499 -0.0505 -0.0970 -0.802
C -5.932 2.874 3.276 0.0066 -0.2894 -2.3622 -0.974
C -0.599 -1.477 -0.084 -0.2789 0.0620 0.2731 -1.108
C -0.035 -4.782 -7.081 0.1687 0.1608 0.0895 -0.784
C -10.820 0.027 2.321 1.7769 -0.3447 -1.7743 -0.551
C -4.647 2.829 2.582 -1.3921 -0.4125 -1.0328 0.667
C -7.144 2.703 2.460 1.4781 -0.1634 -1.1573 -0.401
C -9.085 0.975 0.730 -1.0065 -0.2143 0.2172 0.388
C 8.126 -5.241 -2.921 -0.2921 0.0488 0.4417 -0.473
H -9.001 -2.523 0.626 -0.5843 0.8731 0.5031 0.320
H 6.440 -6.568 1.770 0.0856 0.0554 -0.0181 0.235
H -10.919 -2.209 2.347 0.5099 0.9486 -0.3680 0.320
H 0.678 -4.759 -2.368 0.0064 0.0979 0.0238 0.406
H -8.170 2.692 2.905 1.2088 0.0366 -0.1836 0.244
H -1.838 8.841 5.930 0.0659 -0.0706 -0.0219 0.269
H -2.165 -0.769 2.942 -0.4155 -0.2218 -0.9880 0.312
H 0.418 -1.934 0.034 -0.8046 0.5799 -0.3520 0.223
H -0.513 -4.264 -7.919 -0.1089 -0.0817 -0.0240 0.313
H -9.087 3.130 0.154 0.6200 -0.6702 -0.0565 0.385
H 1.444 7.812 0.878 -0.0436 0.0082 -0.0481 0.348
H -1.324 -2.335 -0.083 0.6712 0.7950 -0.0725 0.246
H -1.380 1.587 3.393 -0.7635 0.7961 -0.5806 0.416
H -0.126 -1.311 -4.275 -0.0610 -0.0820 0.0370 0.387
H 3.248 7.248 2.188 0.1029 0.0487 -0.0987 0.326
H 2.613 -3.116 -2.183 -0.0451 -0.0302 0.0219 0.342
H -11.628 0.156 3.076 0.7606 -0.0392 -0.7625 0.334
H -3.009 8.132 4.803 -0.1075 -0.0799 0.0844 0.323
H -5.996 3.000 4.384 0.1261 -0.0661 -1.2331 0.383
H 7.204 -5.207 -3.516 0.0665 -0.0946 -0.2018 0.393
H -2.412 6.245 3.636 0.0233 -0.0614 -0.0021 0.365
H 8.986 -5.040 -3.570 -0.0045 -0.0541 -0.0348 0.352
H 11.155 -6.404 -0.705 -0.0516 -0.0823 -0.0258 0.393
H -0.710 -0.965 -1.079 0.3764 -0.5330 0.9377 0.159
H -10.513 2.184 2.039 0.6363 -0.8436 -0.6388 0.328
H -7.873 -0.516 -0.443 -0.8495 0.1961 0.8700 0.340
H 8.040 -7.362 -3.059 0.1024 0.0375 -0.0167 0.405
H 8.228 -2.246 -1.583 -0.0567 -0.0873 0.0083 0.246
H -3.199 -0.644 1.457 0.8214 -0.3868 0.1235 0.218
H 3.030 -4.810 -2.577 -0.0470 -0.0165 0.2214 0.423
H 7.573 -6.769 -1.474 -0.0115 0.2446 0.0367 0.205
H 9.365 -2.921 -2.763 -0.0189 0.0722 -0.1389 0.355
H -0.999 8.572 0.855 0.0511 -0.0911 -0.0326 0.397
H 1.454 -1.979 -4.652 0.0142 -0.1762 -0.1740 0.210
H 4.844 -2.528 -4.828 -0.0653 -0.0874 0.0031 0.323
H 10.103 -6.431 1.409 0.1769 -0.1368 0.0085 0.421
H -0.954 8.607 2.611 0.2243 0.0031 0.1176 0.173
H 0.940 -4.823 -4.103 0.2097 0.0836 -0.0951 0.209
H -0.025 1.454 0.672 -0.9021 -0.1759 -0.0399 0.306
H -1.178 -3.343 -5.421 -0.0262 0.0527 0.0315 0.368
H 7.299 -8.039 1.278 0.0436 -0.0698 0.1251 0.329
H -1.336 0.950 -0.456 0.2058 0.2770 1.0164 0.404
H -8.085 1.990 -0.917 -0.3040 0.5943 1.0319 0.349
H 7.642 -2.678 -3.206 0.0885 0.0958 -0.0866 0.282
H 1.109 9.515 1.320 -0.0223 -0.0099 -0.2230 0.440
H 0.608 6.167 3.122 -0.0611 0.1514 0.1634 0.147
H -0.783 -5.334 -6.503 -0.1211 0.0094 -0.0863 0.332
H 5.094 -3.429 -3.314 0.0714 0.0943 0.1004 0.194
H 9.463 -7.850 0.529 0.0519 0.0121 -0.0284 0.357
H 7.911 -7.050 2.647 -0.0328 -0.1205 0.0498 0.314
H 0.692 -5.493 -7.473 0.0316 0.0889 0.0240 0.236
H 3.460 9.028 2.287 0.1129 -0.0550 -0.0655 0.320
H -2.237 -2.171 1.830 -0.0862 1.0060 -0.1001 0.506
H -1.272 5.406 4.726 -0.1583 -0.1542 -0.1099 0.436
H -0.078 -0.589 1.852 -0.8224 0.2015 -0.3977 0.328
H -2.427 7.186 6.214 -0.1433 0.0124 0.0070 0.311
H 3.431 8.038 3.764 -0.0821 0.0486 -0.0086 0.230
H 9.938 -5.143 -0.828 -0.1985 -0.0089 0.1408 0.153
H 4.181 -1.881 -3.317 0.1142 -0.0233 0.1149 0.376
H -0.395 -2.122 -6.471 -0.1957 0.0921 0.0695 0.428
H -6.219 2.992 -1.463 0.4201 -0.5806 -0.0772 0.358
H -0.518 4.951 2.537 -0.0885 0.0471 -0.0399 0.290
```
Forces are in eV/Å.


(2)
ORCA calculation (the ωB97M-V functional and the def2-TZVPD basis) on a cluster of 2 separate species, C3H7NO2 in total.

ΔE to the lowest compared entry with this formula, charge and spin: 56.0 kcal per mole
SMILES: [H]/N=C/O.C1CO1
Spin multiplicity: 1

Geometry as XYZ:
```
13
Properties=species:S:1:pos:R:3:forces:R:3:mulliken_charge:R:1
O -1.367 1.046 1.109 0.1653 -0.0877 -0.0186 -0.507
O 1.227 0.162 0.909 -0.1144 0.0918 0.1827 -0.490
N -1.675 -0.450 -0.597 -0.2243 0.2424 0.1911 -0.513
C -2.122 0.419 0.217 -0.1211 -0.1439 -0.2122 0.084
C 1.428 -0.942 0.018 0.0423 -0.2573 -0.0945 -0.200
C 1.810 0.415 -0.369 0.1323 0.1100 -0.2008 -0.224
H 2.196 -1.639 0.347 -0.1049 0.1217 -0.0481 0.230
H -3.161 0.757 0.283 0.1072 -0.0811 -0.0506 0.340
H 2.854 0.719 -0.330 -0.1666 -0.0594 -0.0143 0.250
H -2.429 -0.801 -1.181 0.0614 0.0495 0.0412 0.187
H 0.505 -1.351 -0.386 0.1878 0.0536 0.0705 0.171
H -0.441 0.702 1.043 -0.0310 0.0532 0.0438 0.445
H 1.175 0.962 -1.063 0.0661 -0.0929 0.1097 0.228
```
Forces are in eV/Å.


For reference, HOMO by record: -8.9 -10.2 eV.
For reference, lowest unoccupied orbital energy by record: -0.6 1.1 eV.